[1]
The following is a quantum chemistry calculation of an isolated ion of composition C5H13N3O and charge +2, from the OMol25 dataset.

Properties
HOMO	-19.597	eV
charge	+2

```
22
Properties=species:S:1:pos:R:3:forces:R:3
N -1.815 1.583 0.016 0.99 -1.93 0.24
C -1.634 0.279 0.070 0.61 -0.64 -1.12
N -2.680 -0.470 0.078 -1.78 -2.08 0.34
C -0.062 -0.680 -0.190 -3.69 1.31 1.59
O -0.396 -1.978 -0.324 0.07 1.33 2.89
C 0.718 0.076 -1.181 -0.97 2.54 -3.06
C 1.862 0.723 -0.407 1.80 0.89 -1.11
C 2.026 -0.191 0.740 1.95 -0.04 0.40
N 0.651 -0.526 1.112 -0.07 -0.63 0.57
H -1.091 2.202 0.060 2.67 1.75 -0.02
H -2.651 2.047 0.197 -2.20 0.40 0.19
H -2.549 -1.479 -0.075 -0.11 0.53 0.35
H -3.691 -0.192 0.224 1.69 -0.05 -0.34
H -0.419 -2.198 -1.208 -0.04 -1.22 -3.41
H -0.045 0.774 -1.839 2.28 -1.52 1.66
H 1.200 -0.559 -1.904 -0.10 -0.68 -0.40
H 2.860 0.939 -0.912 -1.39 -1.01 -0.05
H 1.748 1.695 0.009 -1.17 1.07 0.20
H 2.584 -1.127 0.546 -0.49 0.37 -0.01
H 2.519 0.352 1.515 0.33 -0.07 0.91
H 0.709 -1.323 1.708 -0.29 -1.99 -0.01
H 0.157 0.050 1.765 -0.07 1.67 0.17
```
Forces are in eV/Å.

List of Löwdin charges in e, atom by atom:
1 N 0.248
2 C -0.188
3 N 0.220
4 C -0.342
5 O 0.160
6 C -0.075
7 C -0.133
8 C -0.105
9 N 0.160
10 H 0.100
11 H 0.134
12 H 0.148
13 H 0.202
14 H 0.115
15 H 0.206
16 H 0.141
17 H 0.180
18 H 0.116
19 H 0.177
20 H 0.150
21 H 0.194
22 H 0.190



[2]
The following is a quantum chemistry calculation of a 2-piece molecular cluster, C5H13N3O2 overall, from the OMol25 dataset.

Properties
HOMO	-8.765	eV

```
23
Properties=species:S:1:pos:R:3:forces:R:3
C 3.030 -1.744 -0.299 -0.14 -0.20 0.20
C 1.514 -1.476 -0.203 0.13 -0.22 -0.80
N 1.201 -0.369 0.642 0.86 0.13 0.12
C 0.317 -0.395 1.540 -0.09 1.03 -0.45
N 0.268 0.697 2.438 -1.07 -2.30 -0.09
N -0.746 -1.313 1.626 0.16 -0.13 0.85
H 3.534 -1.440 0.623 -0.17 -0.49 0.08
H 3.589 -1.243 -1.083 -0.40 0.37 -0.33
H 3.112 -2.814 -0.511 0.47 0.06 0.30
H 1.141 -1.332 -1.231 -0.10 0.17 0.30
H 1.063 -2.417 0.126 -0.14 -0.11 0.15
H 0.628 1.524 2.015 -0.03 0.59 -0.09
H -0.674 0.702 2.803 0.16 1.09 0.21
H -1.290 -1.289 2.490 0.38 0.09 -0.27
H -0.447 -2.264 1.466 -0.05 -0.03 -0.24
C -2.831 1.376 -1.485 -1.44 0.93 -0.87
C -1.715 2.333 -1.267 1.99 0.43 -1.82
O -1.624 3.337 -0.625 -0.70 -0.25 0.94
O -0.704 2.042 -2.168 -0.74 -1.10 0.23
H -2.906 1.162 -2.547 0.74 -0.37 -0.24
H -3.756 1.969 -1.420 0.04 -0.51 1.10
H -2.800 0.427 -0.962 -0.02 0.24 0.41
H 0.094 2.528 -1.969 0.19 0.57 0.30
```
Forces are in eV/Å.

List of Löwdin charges in e, atom by atom:
1 C -0.101
2 C -0.311
3 N 0.038
4 C -0.534
5 N 0.113
6 N 0.118
7 H 0.068
8 H 0.057
9 H 0.063
10 H 0.111
11 H 0.084
12 H 0.078
13 H 0.072
14 H 0.086
15 H 0.072
16 C 0.008
17 C -0.549
18 O 0.102
19 O 0.058
20 H 0.083
21 H 0.096
22 H 0.088
23 H 0.104



[3]
The following is a quantum chemistry calculation of a 2-piece molecular cluster, C5H13N3O2 overall, from the OMol25 dataset.

Properties
HOMO (alpha / beta)	-14.589 / -13.494	eV
⟨S²⟩	0.758
charge	+1
2S+1	2

```
23
Properties=species:S:1:pos:R:3:forces:R:3
C 0.977 1.747 -0.777 1.05 2.07 -0.77
C 1.354 2.354 0.574 0.60 -0.30 0.76
C 1.651 2.560 -1.895 -1.00 -2.40 0.55
O 1.875 3.782 -1.757 0.46 0.73 -0.62
O 1.914 1.992 -2.959 0.35 1.10 -0.19
H 1.396 0.758 -0.979 -0.32 -0.10 0.26
H -0.079 1.873 -1.018 -0.15 -0.47 0.16
H 1.677 3.397 0.572 -0.73 0.19 -0.55
H 2.299 1.925 0.924 -0.38 -0.51 0.25
H 0.553 2.255 1.313 0.31 -0.03 0.03
C -2.090 -2.460 1.696 0.86 0.10 -0.22
C -0.669 -1.501 -0.020 -0.34 0.47 -0.49
N -1.595 -2.387 0.319 0.07 0.00 0.45
N -0.259 -0.579 0.858 -0.23 -0.84 -0.94
N -0.230 -1.519 -1.284 -0.07 -0.36 -0.14
H -1.874 -3.063 -0.370 -0.15 -0.10 0.06
H -0.484 -0.752 1.820 0.28 0.56 0.19
H 0.412 0.097 0.520 -0.02 -0.06 0.71
H -0.567 -2.269 -1.863 0.03 0.10 -0.20
H 0.247 -0.778 -1.769 0.09 0.12 0.34
H -1.214 -2.668 2.314 -0.25 -0.11 0.39
H -2.790 -3.278 1.813 -0.15 0.16 -0.09
H -2.505 -1.486 1.970 -0.32 -0.31 0.08
```
Forces are in eV/Å.

List of Löwdin charges in e, atom by atom:
1 C -0.168
2 C -0.085
3 C -0.614
4 O 0.260
5 O 0.167
6 H 0.100
7 H 0.137
8 H 0.087
9 H 0.096
10 H 0.081
11 C -0.023
12 C -0.423
13 N 0.044
14 N 0.236
15 N 0.215
16 H 0.158
17 H 0.114
18 H 0.069
19 H 0.130
20 H 0.113
21 H 0.099
22 H 0.105
23 H 0.102



[4]
The following is a quantum chemistry calculation of an isolated ion of composition C5H13N3O6P and charge -1, from the OMol25 dataset.

Properties
HOMO	-4.482	eV
charge	-1

```
28
Properties=species:S:1:pos:R:3:forces:R:3
C 1.377 -1.736 -0.106 -2.93 -3.29 -2.56
N 1.163 -0.353 0.197 2.11 1.63 -1.61
C 2.426 0.420 0.075 -1.02 2.10 1.45
C 0.745 -0.273 1.552 -1.47 -1.12 2.19
C 0.173 0.173 -0.823 -2.11 -1.97 -0.15
C -1.012 1.000 -0.385 0.05 1.05 -0.60
N -1.716 1.462 -1.598 2.21 -1.40 0.24
O -1.743 0.373 0.530 -0.89 -0.11 0.47
P -2.312 -1.300 0.132 -1.62 -1.48 0.59
O -1.234 -2.156 0.775 0.16 0.11 0.31
O -2.181 -1.337 -1.385 -0.14 0.56 0.09
O -3.663 -1.430 0.781 0.97 0.80 -0.70
N -0.548 2.400 0.267 -0.49 0.48 -0.66
O -1.177 3.388 -0.033 0.04 -0.19 0.41
O 0.436 2.432 0.985 0.06 0.47 0.04
H 0.312 -2.129 0.257 1.58 -0.32 -0.68
H 1.341 -1.919 -1.232 0.36 0.49 1.37
H 2.185 -2.329 0.294 0.57 0.78 0.70
H 2.287 1.495 0.396 -0.07 -1.42 0.23
H 3.147 -0.077 0.678 0.80 -0.27 0.22
H 2.659 0.564 -0.920 0.92 -0.57 -2.21
H 0.650 0.771 1.766 -0.05 -0.23 0.97
H -0.166 -0.872 1.572 -0.53 0.70 0.34
H 1.324 -0.920 2.221 0.92 0.66 -0.28
H -0.526 -0.726 -1.238 1.57 1.32 0.54
H 0.691 0.606 -1.627 0.85 0.59 -0.88
H -2.125 0.588 -1.889 -0.02 -1.01 -0.72
H -2.512 1.886 -1.244 -1.82 1.67 0.87
```
Forces are in eV/Å.

List of Löwdin charges in e, atom by atom:
1 C -0.072
2 N -0.359
3 C -0.004
4 C -0.050
5 C -0.045
6 C -0.538
7 N 0.127
8 O -0.129
9 P 0.182
10 O -0.388
11 O -0.383
12 O -0.370
13 N -0.271
14 O 0.077
15 O 0.006
16 H 0.093
17 H 0.128
18 H 0.092
19 H 0.112
20 H 0.094
21 H 0.069
22 H 0.075
23 H 0.069
24 H 0.125
25 H 0.141
26 H 0.116
27 H 0.050
28 H 0.054



[5]
The following is a quantum chemistry calculation of a 2-piece molecular cluster, C5H13N4 overall, from the OMol25 dataset.

Properties
HOMO (alpha / beta)	-12.744 / -12.744	eV
charge	+1

```
22
Properties=species:S:1:pos:R:3:forces:R:3
C 1.857 0.377 -0.396 2.71 1.35 0.70
C 1.240 1.679 0.095 -1.70 -2.16 0.04
C 0.832 -0.583 -0.287 -0.22 -3.93 -1.61
C 1.029 -2.034 -0.662 1.98 0.06 0.57
C -1.340 2.109 -0.036 0.10 -0.59 2.53
N 3.088 0.203 -0.646 -0.29 0.94 0.36
N -0.270 -0.062 0.008 -1.26 1.73 -0.22
N -2.340 -1.237 0.840 0.03 -1.11 0.06
N -0.174 1.270 0.277 0.22 0.21 -0.06
H 1.618 1.984 1.038 0.72 0.30 0.79
H 1.245 2.438 -0.596 0.46 1.95 -1.61
H 0.971 -2.668 0.227 -0.27 -0.02 -0.06
H 2.130 -2.092 -0.930 -1.42 -0.25 -0.01
H 0.453 -2.478 -1.479 -0.10 0.54 0.18
H -1.378 2.668 -0.979 0.30 -0.26 0.20
H -2.168 1.397 0.084 -0.14 0.57 -0.50
H -1.382 2.719 0.904 -0.42 0.32 -1.40
H 3.413 -0.755 -0.716 -0.26 -0.17 -0.33
H -1.307 -0.545 0.214 0.30 0.15 0.35
H -3.315 -0.894 0.845 0.63 -0.86 -0.47
H -2.135 -2.167 0.370 -1.30 1.31 0.86
H -2.067 -1.328 1.824 -0.08 -0.06 -0.36
```
Forces are in eV/Å.

List of Löwdin charges in e, atom by atom:
1 C -0.281
2 C 0.001
3 C -0.240
4 C 0.021
5 C -0.006
6 N 0.212
7 N 0.114
8 N 0.081
9 N -0.163
10 H 0.134
11 H 0.111
12 H 0.093
13 H 0.090
14 H 0.097
15 H 0.100
16 H 0.074
17 H 0.113
18 H 0.061
19 H 0.070
20 H 0.103
21 H 0.120
22 H 0.096



[6]
The following is a quantum chemistry calculation of an isolated ion of composition C5H13N4 and charge +1, from the OMol25 dataset.

Properties
HOMO (alpha / beta)	-12.864 / -12.893	eV
charge	+1

```
22
Properties=species:S:1:pos:R:3:forces:R:3
C 1.254 1.181 0.279 1.68 0.08 1.54
C 2.034 0.158 -0.283 0.68 0.36 -1.36
C -1.227 0.566 0.023 0.82 0.01 0.54
C 3.452 0.371 -0.566 2.25 -1.85 0.83
C -2.181 -1.703 -0.381 1.51 1.43 0.00
N -0.017 1.345 0.253 -0.32 0.93 -0.16
N -1.832 1.312 -0.979 -3.60 -0.43 -1.51
N -1.767 0.670 1.350 -1.07 0.66 1.84
N -1.023 -0.783 -0.378 0.71 -0.12 0.32
H 1.896 1.996 0.745 -1.05 -0.73 -0.60
H 1.693 -0.657 -0.865 -1.28 -0.92 0.03
H 4.114 -0.556 -0.918 -1.98 1.87 0.55
H 3.966 0.753 0.327 -0.08 0.25 -0.13
H 3.534 1.159 -1.307 0.03 0.27 -0.40
H -2.849 -1.765 -1.209 -0.29 0.45 -0.84
H -1.816 -2.638 -0.133 0.73 -2.12 0.01
H -2.652 -1.407 0.496 -1.65 0.43 1.40
H -2.869 1.117 -1.160 2.23 0.32 0.36
H -1.580 2.261 -1.093 0.01 0.95 0.32
H -2.370 1.476 1.660 1.21 -1.06 -1.06
H -1.346 0.198 2.165 -0.16 0.05 -1.08
H -0.474 -0.655 -1.212 -0.40 -0.84 -0.62
```
Forces are in eV/Å.

List of Löwdin charges in e, atom by atom:
1 C -0.118
2 C 0.040
3 C -0.746
4 C -0.057
5 C -0.050
6 N 0.206
7 N 0.124
8 N 0.177
9 N -0.017
10 H 0.157
11 H 0.107
12 H 0.153
13 H 0.103
14 H 0.115
15 H 0.083
16 H 0.061
17 H 0.054
18 H 0.151
19 H 0.080
20 H 0.145
21 H 0.129
22 H 0.104